Entry 1:
The following is a quantum chemistry calculation of a cluster of 11 separate species, C39H106N6O11 in total in a non-equilibrium geometry, from the OMol25 dataset.

Summary:
- Total energy: -73608.8032 eV
- 2S+1: 2
- <S²>: 0.755
- HOMO (alpha / beta): -10.8 / -10.8 eV
- Total charge: +1
- Lowest unoccupied orbital energy (alpha / beta): -2.207 / -7.873 eV
- Orbital gap (alpha / beta): 0.3146 / 0.1063 Eh

Element x y z (Å)
1 C -5.515 -7.450 -27.490
2 H -1.870 -7.633 -24.719
3 H -3.476 -9.792 -26.851
4 H -2.064 0.071 -21.102
5 C -4.947 -1.738 -17.567
6 C -10.551 -6.176 -22.566
7 H -6.984 -12.501 -24.941
8 C -10.799 -8.477 -29.210
9 O -1.978 -0.477 -23.534
10 O -10.992 -9.768 -28.610
11 O -5.742 -2.606 -18.351
12 C -5.519 -11.797 -26.150
13 N -6.253 -6.405 -22.127
14 C -9.854 -9.220 -19.224
15 H -4.808 -0.832 -26.533
16 H -10.714 -8.001 -24.924
17 H -6.274 -9.344 -24.859
18 H -9.683 -9.299 -20.298
19 H -4.101 -6.904 -18.211
20 H 0.066 -0.625 -24.043
21 H -7.923 -7.916 -23.480
22 C -2.610 -5.002 -24.392
23 C -11.952 -9.161 -26.321
24 H -8.138 -5.861 -27.679
25 H -7.513 -2.340 -17.260
26 H -2.011 -2.344 -22.533
27 H -8.392 -4.412 -20.526
28 H -0.908 0.197 -25.270
29 H -6.570 -5.921 -24.948
30 O -7.794 -11.313 -26.416
31 H -10.333 -10.105 -18.806
32 H -2.460 -3.956 -24.660
33 N -2.944 -5.290 -26.742
34 H -11.853 -3.782 -23.992
35 C -7.342 -1.701 -24.521
36 H -12.693 -7.280 -19.700
37 H -1.895 -5.064 -23.572
38 C -4.055 -6.224 -19.062
39 H -1.897 -9.802 -27.476
40 H -7.975 -5.070 -22.395
41 O -13.978 -4.620 -22.263
42 H -7.945 -5.688 -29.328
43 O -9.557 -7.202 -22.454
44 H -4.861 -5.066 -27.260
45 H -7.100 -1.049 -21.417
46 H -15.131 -1.967 -23.965
47 N -13.014 -10.161 -26.126
48 H -6.153 -2.925 -27.316
49 H -12.890 -2.440 -24.602
50 C -2.822 -6.493 -19.856
51 H -8.895 -6.752 -24.321
52 C -14.055 -3.756 -23.383
53 H -13.697 -9.911 -25.426
54 H -14.460 -4.284 -24.247
55 C -10.755 -9.662 -27.144
56 H -5.838 -4.666 -23.944
57 C -6.776 -11.574 -25.475
58 H -3.195 -2.121 -23.852
59 H -10.986 -9.658 -24.366
60 H -2.729 -5.898 -27.519
61 H -11.338 -8.382 -30.152
62 H -12.480 -8.329 -26.787
63 H -4.621 -7.874 -27.946
64 C -7.742 -4.141 -18.578
65 N -4.471 -2.119 -21.555
66 O -2.360 -8.048 -26.637
67 H -3.959 -5.243 -18.596
68 H -8.555 -11.809 -26.105
69 H -14.842 -5.007 -22.106
70 H -6.892 -3.441 -20.547
71 H -6.665 -3.644 -16.740
72 H -7.830 -7.300 -28.763
73 O -2.744 -5.448 -20.800
74 H -12.176 -8.381 -24.287
75 H -3.650 -5.170 -24.112
76 H -7.472 -10.253 -23.858
77 H -7.971 -0.891 -24.889
78 H -6.088 0.245 -26.053
79 H -5.023 -6.128 -19.553
80 C -11.419 -8.832 -24.929
81 C -7.555 -6.279 -28.500
82 C -3.633 -1.030 -22.022
83 C -5.474 -0.586 -25.706
84 H -5.427 -6.176 -29.036
85 H -9.803 -7.079 -20.294
86 H -4.639 -11.631 -25.528
87 H -5.374 -5.936 -21.958
88 N -6.782 -2.301 -26.832
89 H -15.960 -2.992 -22.679
90 H -5.531 -0.968 -17.063
91 H -7.490 -4.521 -24.574
92 C -2.631 -1.622 -23.065
93 H -7.169 -5.068 -18.568
94 H -8.434 -2.683 -20.202
95 H -5.427 -11.154 -27.025
96 C -6.761 -5.209 -24.146
97 H -11.220 -6.244 -21.708
98 H -12.819 -8.870 -19.015
99 H -5.067 -1.934 -20.761
100 H -14.530 -2.059 -22.317
101 H -3.621 -7.724 -25.090
102 H -5.476 -12.841 -26.460
103 H -7.375 0.350 -22.407
104 H -6.624 -6.681 -21.229
105 H -1.941 -6.513 -19.214
106 C -10.775 -8.094 -18.877
107 H -3.000 -4.623 -20.382
108 C -12.138 -8.206 -19.546
109 H -11.152 -7.636 -28.614
110 H -8.837 -9.141 -18.840
111 C -6.103 -6.193 -28.182
112 O -6.797 -1.557 -23.225
113 C -0.916 -0.589 -24.514
114 H -8.862 -4.890 -17.278
115 C -8.473 -6.986 -23.344
116 C -7.433 -5.847 -22.934
117 C -6.242 -1.911 -25.594
118 H -9.556 -4.935 -18.728
119 C -2.899 -0.555 -20.789
120 H -7.559 -2.946 -26.821
121 H -8.099 -2.473 -24.386
122 C -15.025 -2.627 -23.104
123 H -10.265 -5.128 -22.659
124 H -1.969 -9.833 -25.763
125 H -10.516 -10.592 -26.627
126 H -4.296 -2.234 -16.847
127 H -5.252 -7.148 -26.476
128 H -6.227 -8.269 -27.390
129 O -5.812 -5.067 -27.392
130 H -5.005 -0.233 -24.788
131 H -12.581 -10.957 -25.681
132 H -11.249 -6.312 -23.393
133 C -2.264 -5.896 -25.577
134 H -9.734 -8.386 -29.424
135 C -2.652 -7.350 -25.423
136 C -7.851 -3.593 -20.053
137 H -12.010 -8.694 -20.511
138 N -9.040 -4.334 -18.102
139 H -3.632 -7.575 -21.509
140 H -4.315 -1.208 -18.280
141 H -1.073 -1.543 -25.016
142 O -10.139 -6.979 -19.401
143 C -7.556 -0.723 -22.351
144 C -2.811 -7.747 -20.813
145 H -2.421 -1.389 -20.274
146 H -5.575 -2.762 -25.460
147 H -1.198 -5.876 -25.807
148 H -5.830 -10.573 -23.888
149 H -10.862 -8.137 -17.791
150 H -2.861 -8.566 -20.097
151 C -12.714 -3.146 -23.791
152 H -1.926 -7.824 -21.445
153 H -8.625 -0.934 -22.312
154 H -9.816 -9.175 -26.883
155 H -2.357 -4.502 -26.974
156 H -12.352 -2.518 -22.976
157 H -3.555 -0.014 -20.108
158 C -6.910 -3.146 -17.678
159 H -4.228 -0.238 -22.477
160 C -6.647 -10.325 -24.567
161 C -2.475 -9.419 -26.635
162 H -4.984 -2.567 -22.300

These are the Mulliken partial charges, in e, on atoms 1 to 5: C -0.4154; H 0.7015; H -0.1125; H 0.4463; C -0.6932

=====

Entry 2:
The following is a quantum chemistry calculation of an isolated molecule of C24H28N6O2S in a non-equilibrium geometry, from the OMol25 dataset.

Summary:
- Total energy: -49214.2597 eV
- HOMO: -7.6 eV
- SMILES: CCn1c(CNC(=O)c2ccccc2)nnc1SCC(=O)N1CCN(c2ccccc2)CC1
- Lowest unoccupied orbital energy: 0.629 eV
- Orbital gap: 0.3013 Eh

Element x y z (Å)
1 C -0.494 -4.257 3.777
2 C -0.925 2.578 -0.328
3 C 1.288 4.055 -0.613
4 H -4.053 0.160 0.042
5 H -0.244 -2.178 1.130
6 N -0.818 0.469 -0.645
7 C 2.311 1.381 -3.096
8 H 1.647 5.073 -0.770
9 H 4.634 -1.932 -0.255
10 H 1.583 1.779 -3.806
11 C 2.943 1.692 -0.761
12 H 4.571 0.694 -1.785
13 H 1.817 -0.675 -3.521
14 S -0.473 4.243 -0.191
15 H -4.233 2.453 -0.493
16 H 3.296 1.372 -3.571
17 H 0.084 -4.997 4.310
18 H -3.412 -0.583 -1.452
19 H 2.165 -5.350 0.341
20 N -0.093 1.597 -0.546
21 H 4.157 0.037 -0.195
22 N -2.208 2.119 -0.271
23 C 1.899 -0.016 -2.649
24 N 2.892 -0.561 -1.739
25 C 0.047 -3.625 2.669
26 H 4.286 -4.128 0.710
27 C 1.317 -3.769 -0.835
28 C -2.074 0.774 -0.478
29 H 3.624 2.420 -0.307
30 N -2.714 -1.378 0.340
31 N 2.321 2.263 -1.943
32 C -1.769 -3.930 4.208
33 C 2.682 -1.796 -1.165
34 H -3.224 3.903 -0.285
35 C -2.506 -2.978 3.529
36 H -1.982 -1.935 -0.073
37 C 3.683 -2.419 -0.407
38 C 3.738 0.433 -1.120
39 H 1.047 -3.862 2.337
40 H 0.387 -4.293 -1.008
41 O -3.491 -0.521 2.281
42 C 1.495 -2.510 -1.375
43 H -2.832 3.332 2.089
44 C -1.980 -2.362 2.398
45 O 0.773 3.600 -2.890
46 H -4.570 3.382 1.781
47 H 0.919 0.062 -2.164
48 C -2.786 -1.325 1.699
49 C 1.418 3.268 -1.914
50 C -3.162 -0.246 -0.442
51 H 2.162 1.412 -0.044
52 C -3.650 2.849 1.560
53 H 0.696 -2.078 -1.955
54 C -0.692 -2.683 1.976
55 C 3.493 -3.676 0.131
56 H -3.740 1.826 1.920
57 C 2.308 -4.364 -0.073
58 H -2.187 -4.415 5.078
59 H 1.787 3.605 0.239
60 C -3.388 2.877 0.056
61 H -3.497 -2.703 3.857

These are the natural (NBO) partial charges, in e, on atoms 1 to 5: C -0.1872; C 0.1819; C -0.6067; H 0.2408; H 0.2291

=====

Entry 3:
The following is a quantum chemistry calculation of an isolated molecule of C2H3N3O in a non-equilibrium geometry, from the OMol25 dataset.

Summary:
- Total energy: -8637.9398 eV
- HOMO: -9.2 eV
- SMILES: Oc1nc[nH]n1
- Lowest unoccupied orbital energy: 0.842 eV
- Orbital gap: 0.3695 Eh

Element x y z (Å)
1 N 0.210 0.921 0.437
2 O 2.249 -0.067 0.028
3 C -1.184 -0.875 -0.217
4 H -2.199 -1.242 -0.467
5 N -1.073 0.728 0.139
6 H 2.421 0.588 -0.677
7 N -0.004 -1.357 -0.252
8 C 0.906 -0.133 0.229
9 H -1.587 1.462 0.676

These are the natural (NBO) partial charges, in e, on atoms 1 to 5: N -0.2888; O -0.6742; C 0.1913; H 0.2250; N -0.4580

=====

Entry 4:
The following is a quantum chemistry calculation of a cluster of 4 separate species, H8O4 in total in a non-equilibrium geometry, from the OMol25 dataset.

Summary:
- Total energy: -8319.7687 eV
- HOMO: -10.6 eV
- SMILES: O.O.O.O
- Lowest unoccupied orbital energy: -0.006 eV
- Orbital gap: 0.3900 Eh

Element x y z (Å)
1 H 1.541 1.284 -0.200
2 O 0.692 -0.334 2.145
3 H 0.448 0.367 0.307
4 H -0.479 -2.370 -0.461
5 H 0.396 -1.591 -1.420
6 H 0.611 -1.281 2.023
7 H -1.837 1.369 -1.192
8 O -0.091 -2.411 -1.335
9 O 0.719 0.868 -0.462
10 H -0.134 -0.073 2.551
11 O -1.393 2.203 -1.036
12 H -0.473 1.968 -0.920

These are the natural (NBO) partial charges, in e, on atoms 1 to 5: H 0.4847; O -0.9436; H 0.4950; H 0.4561; H 0.4783

=====

Entry 5:
The following is a quantum chemistry calculation of a structure of composition C52H48BaN5P2Si in a non-equilibrium geometry, from the OMol25 dataset.

Summary:
- Total energy: -89296.1783 eV
- HOMO: -8.4 eV
- Total charge: +1
- Lowest unoccupied orbital energy: -3.207 eV
- Orbital gap: 0.1923 Eh

Element x y z (Å)
1 H 0.902 5.821 1.485
2 Ba -1.329 -1.643 0.189
3 C -5.587 3.283 -2.001
4 C -0.651 5.145 0.107
5 N -5.282 -1.794 3.001
6 H -6.543 -3.907 1.974
7 C -3.873 2.298 -0.637
8 H 5.359 1.321 0.235
9 C 3.703 1.005 -2.147
10 N -4.000 -3.077 -0.070
11 H -2.026 4.281 -1.266
12 C 2.284 0.542 1.549
13 C -2.354 -0.552 -3.884
14 C -4.605 2.704 0.490
15 H 2.004 -3.864 -1.456
16 C -4.417 -2.155 2.062
17 H 4.388 -0.370 4.107
18 C 0.304 -4.295 2.624
19 H 2.041 -0.645 3.323
20 C 4.292 0.724 -4.471
21 H -4.966 -0.386 4.550
22 H -1.839 -6.925 -0.151
23 C -1.313 4.096 -0.490
24 H 0.695 -3.066 4.402
25 H -6.272 3.845 1.251
26 C 0.306 -4.030 4.090
27 C 3.564 1.347 -3.499
28 C 3.252 1.207 0.686
29 H 6.356 4.993 -2.661
30 C 5.022 0.593 2.251
31 C -5.789 3.400 0.414
32 H 0.255 -5.369 -1.082
33 C -0.368 -5.853 0.866
34 H 0.827 0.845 -3.889
35 H -0.678 1.618 3.545
36 C 0.219 -5.013 -0.085
37 H 4.551 -0.360 -0.719
38 C -5.590 -4.560 -1.047
39 H 0.897 0.970 4.015
40 C 2.736 -0.091 2.683
41 H -0.613 -0.036 3.723
42 H 0.878 -4.804 4.660
43 C 4.063 0.016 3.095
44 H -7.119 4.376 -0.980
45 H -2.997 -1.212 -4.516
46 C -1.146 2.792 0.046
47 C 5.700 4.733 -1.832
48 H -0.320 -7.809 -0.006
49 C -3.409 -0.672 3.176
50 C -2.716 -0.133 -2.652
51 C -0.015 2.561 0.949
52 H 1.389 -2.127 -0.990
53 C -0.624 1.048 -2.414
54 C 5.372 -0.644 -2.797
55 H -4.294 2.274 1.440
56 H 4.314 3.719 -3.127
57 H -1.344 -7.729 1.352
58 C 0.922 -3.469 1.682
59 H -0.702 -0.603 -5.377
60 C 5.065 5.061 0.488
61 C -4.404 2.530 -1.933
62 C 0.389 4.970 0.986
63 C 0.929 -3.857 0.328
64 C -0.001 0.827 3.341
65 C -4.483 -3.746 -1.131
66 C 4.608 1.083 1.038
67 C 5.970 5.243 -0.539
68 H -0.588 -6.161 2.945
69 H 6.965 5.650 -0.323
70 C 4.586 3.930 -2.051
71 C -1.070 -0.238 -4.392
72 H 1.331 -2.552 2.076
73 C 5.217 -0.233 -4.125
74 C 3.976 4.189 0.269
75 C -0.267 -5.482 2.181
76 H -3.763 -0.281 -2.298
77 C -6.223 3.774 -0.874
78 H 5.934 -0.620 -4.849
79 C 1.830 -3.127 -0.659
80 C -0.984 -7.154 0.477
81 H -5.994 3.448 -2.986
82 H -5.918 -4.974 -2.009
83 H 2.860 2.124 -3.768
84 H -3.778 2.291 -2.830
85 N -3.206 -1.467 2.160
86 H 4.203 0.969 -5.521
87 C -4.769 -3.098 1.042
88 C -0.231 0.594 -3.629
89 P -2.350 1.451 -0.283
90 H 6.082 0.751 2.558
91 C -1.881 0.787 -1.927
92 N -4.586 -0.863 3.717
93 P 2.780 2.018 -0.899
94 H -4.004 -3.603 -2.133
95 H -2.716 0.094 3.531
96 H 3.342 3.932 1.138
97 H -0.724 -4.071 4.454
98 C 3.840 3.501 -0.937
99 H 1.529 3.445 2.126
100 N -6.263 -4.740 0.126
101 H 6.162 -1.341 -2.441
102 H -0.976 6.109 -0.206
103 H 2.758 -3.018 -0.090
104 C 0.697 3.648 1.465
105 H 0.027 1.597 -1.788
106 C -5.873 -3.938 1.132
107 C 4.569 -0.044 -1.784
108 H 5.154 5.457 1.553
109 Si 0.433 0.769 1.501

These are the Mulliken partial charges, in e, on atoms 1 to 5: H 0.3980; Ba 1.8869; C -0.5285; C -0.8924; N -0.6898

=====

Entry 6:
The following is a quantum chemistry calculation of a structure of composition C33H23Br2FeN9S, from the OMol25 dataset.

Summary:
- Total energy: -233313.2775 eV
- HOMO: -5.8 eV
- Lowest unoccupied orbital energy: -0.906 eV
- Orbital gap: 0.1794 Eh

Element x y z (Å)
1 C 1.215 2.116 1.733
2 Br -5.923 1.545 2.795
3 C -1.914 -3.329 -2.010
4 C 2.185 -3.717 1.776
5 H 3.158 -4.085 1.483
6 C 2.077 1.403 3.685
7 Fe 0.003 -0.376 0.504
8 C 2.369 6.275 -0.231
9 C -4.120 -0.001 1.249
10 H -0.074 4.308 -1.792
11 H -3.131 2.181 3.640
12 N 2.761 1.389 -2.908
13 C 2.394 -1.797 0.177
14 C 0.631 5.216 1.655
15 H -5.008 -0.381 0.769
16 C 1.826 7.095 0.754
17 C -0.985 -2.488 -1.425
18 C -1.852 0.982 2.410
19 N 0.476 -2.072 1.524
20 H -0.920 1.348 2.824
21 H 2.555 1.566 -3.874
22 C 0.141 2.473 -0.482
23 C 0.954 6.558 1.703
24 H -1.108 2.623 -3.559
25 C 1.560 0.339 2.969
26 C 0.196 -3.839 3.092
27 H -0.421 -4.303 3.848
28 Br -4.563 -4.287 -2.404
29 C -2.600 -1.429 -0.169
30 C -3.240 -3.182 -1.645
31 H 3.438 -1.997 -0.044
32 C 2.038 4.932 -0.264
33 C 1.157 4.380 0.666
34 C 1.886 2.541 2.884
35 H 2.205 3.548 3.101
36 C 1.432 -4.359 2.747
37 C -4.221 0.943 2.254
38 H 0.534 7.200 2.465
39 N -1.739 0.074 1.441
40 H 3.664 1.636 -2.538
41 C -0.225 3.248 -1.670
42 N 1.028 0.761 1.787
43 N 2.536 -0.011 -1.152
44 C -3.599 -2.229 -0.711
45 H 3.053 6.693 -0.959
46 H -1.594 0.407 -2.148
47 C -0.760 2.405 -2.561
48 N -1.314 -1.554 -0.535
49 H 2.469 4.285 -1.018
50 N 1.769 -0.829 -0.379
51 C 2.162 8.488 0.795
52 H -1.196 -2.234 2.698
53 S 0.597 -0.113 -3.085
54 H 1.542 -0.699 3.259
55 H -4.630 -2.128 -0.407
56 C -0.736 1.051 -1.959
57 H -0.044 4.796 2.389
58 C -2.850 -0.417 0.873
59 N 2.431 9.605 0.828
60 C 1.671 -2.572 1.184
61 N -0.315 1.176 -0.667
62 H 2.555 1.352 4.651
63 H -1.602 -4.070 -2.732
64 H 0.061 -2.539 -1.694
65 H 1.810 -5.251 3.230
66 C 2.046 0.437 -2.265
67 C 0.798 2.942 0.608
68 C -0.244 -2.689 2.454
69 C -3.080 1.443 2.854

These are the natural (NBO) partial charges, in e, on atoms 1 to 5: C 0.0401; Br 0.0981; C -0.2651; C -0.2175; H 0.2289